Entry 1:
Below is a structure of composition C23H43N2O2P3Ru, with properties calculated with ωB97M-V/def2-TZVPD.

Element x y z (Å)
Ru (-0.36190, -0.85130, 0.12679)
P (-1.28322, -2.91421, 0.09644)
P (1.25365, -1.21780, -1.53164)
P (-2.31067, 0.25282, 0.87994)
H (0.66787, 7.19474, -5.26583)
C (0.30313, 7.67688, -4.35679)
C (1.14959, 8.14134, -3.42371)
H (2.23076, 8.04804, -3.53898)
C (-2.43518, -3.18629, -1.30493)
C (-0.06884, -4.27797, -0.06501)
C (-2.26555, -3.46106, 1.54130)
C (2.39912, 0.16527, -1.94154)
C (2.54680, -2.49843, -1.18815)
C (0.63961, -1.69953, -3.19841)
C (-2.21436, 2.06552, 1.19010)
C (-2.99138, -0.18180, 2.54698)
C (-3.75818, 0.11794, -0.24804)
H (-0.77555, 7.81705, -4.26807)
H (0.79025, 8.67124, -2.54025)
H (-2.77725, -4.23002, -1.30674)
H (-1.92224, -2.96521, -2.24751)
H (-3.29825, -2.51823, -1.20955)
H (-0.57169, -5.24988, 0.02953)
H (0.67786, -4.19677, 0.73344)
H (0.42931, -4.23270, -1.03949)
H (-3.19989, -3.92822, 1.20300)
H (-2.51261, -2.61526, 2.18946)
H (-1.68510, -4.18925, 2.12181)
H (3.28035, -0.19223, -2.49199)
H (2.72862, 0.63774, -1.00939)
H (1.87965, 0.92127, -2.54074)
H (2.82543, -3.02359, -2.11298)
H (2.19777, -3.23252, -0.45819)
H (3.43893, -2.01095, -0.77505)
H (1.45637, -1.69689, -3.93548)
H (-0.12244, -0.97313, -3.50888)
H (0.18393, -2.69807, -3.16695)
H (-3.01474, 2.36579, 1.88014)
H (-2.30938, 2.63734, 0.26015)
H (-1.24547, 2.29507, 1.64554)
H (-3.53910, 0.67819, 2.95743)
H (-2.16423, -0.40024, 3.23288)
H (-3.67673, -1.03497, 2.50256)
H (-4.50803, 0.88761, -0.01702)
H (-4.22312, -0.87248, -0.16766)
H (-3.40880, 0.26450, -1.27800)
C (0.20220, 2.42010, -0.94735)
C (-0.53919, 2.18264, -2.15978)
C (-0.86127, 3.23552, -3.00218)
C (-0.47399, 4.53811, -2.67447)
C (0.23335, 4.80370, -1.49255)
C (0.58539, 3.77198, -0.64552)
O (0.51320, 1.48179, -0.11438)
H (-1.12355, -0.59085, -1.24250)
H (-0.83987, 1.15666, -2.39356)
H (-1.41303, 3.02331, -3.92155)
H (-0.70702, 5.36071, -3.35045)
H (0.52052, 5.82248, -1.22874)
H (1.14522, 3.91800, 0.27710)
N (2.97599, -3.30786, 6.02071)
C (3.56435, -2.64638, 4.97818)
O (4.77531, -2.48620, 4.90245)
C (2.61523, -2.09796, 3.95752)
C (1.22247, -2.16810, 4.06747)
C (0.41071, -1.69638, 3.03096)
N (0.91499, -1.18467, 1.88360)
C (2.24907, -0.96628, 1.83842)
C (3.12419, -1.45416, 2.81616)
H (3.59915, -3.74398, 6.68457)
H (2.00904, -3.58259, 6.02124)
H (0.72335, -2.59643, 4.93977)
H (-0.67900, -1.75349, 3.12353)
H (2.62784, -0.40613, 0.97424)
H (4.19025, -1.32286, 2.65656)

Atomic forces in eV per Å
1.074 1.217 0.640
-0.316 -0.484 -0.548
1.151 -0.743 -1.378
-1.576 0.483 0.355
-0.052 0.033 0.186
-2.423 -1.134 -2.850
2.500 1.523 2.615
-0.173 -0.029 0.028
0.234 -0.053 0.137
-0.146 0.064 -0.019
0.024 0.152 0.208
-0.346 0.315 0.198
-0.124 -0.140 0.316
-0.040 0.144 0.157
0.447 0.084 -0.278
0.077 -0.187 0.021
0.093 0.148 0.091
0.174 -0.038 0.018
0.037 -0.117 -0.118
0.057 0.258 -0.018
-0.157 -0.052 0.181
0.206 -0.185 -0.050
0.027 0.270 -0.050
-0.121 -0.010 -0.133
-0.123 -0.067 0.205
0.273 0.056 0.086
0.034 -0.344 -0.133
-0.185 0.178 -0.104
-0.386 -0.089 0.114
0.016 -0.041 -0.229
0.163 -0.122 0.080
-0.111 0.236 0.201
0.208 0.171 -0.187
-0.247 -0.106 -0.117
-0.199 -0.053 0.300
0.136 -0.232 0.004
0.118 0.258 -0.023
0.212 -0.142 -0.347
0.050 -0.113 0.138
-0.181 0.046 -0.013
0.124 -0.317 -0.235
-0.273 0.039 -0.083
0.191 0.179 0.019
0.172 -0.271 0.041
0.104 0.261 0.000
-0.124 -0.061 0.243
0.194 -1.185 0.927
-0.221 0.150 -0.355
-0.045 -0.901 0.042
0.199 0.185 0.141
0.276 -0.139 0.349
0.075 0.229 0.012
-0.679 0.820 -0.937
-0.247 -0.229 -0.065
0.115 0.417 0.105
0.184 0.189 0.313
-0.135 -0.221 0.107
-0.113 -0.252 -0.065
-0.125 0.118 -0.227
1.626 0.220 0.182
-6.949 -0.106 -0.658
3.389 0.343 -0.193
2.561 -0.550 0.922
-2.106 0.100 -0.314
0.932 -0.952 1.302
-0.904 0.579 -0.302
1.481 -0.721 0.861
-0.448 1.115 -1.846
-0.229 -0.081 0.126
0.168 -0.013 -0.284
0.083 0.305 -0.316
0.585 -0.123 -0.064
-0.108 -0.357 0.437
-0.157 0.074 0.131

Calculated values
* 2S+1: 6
* energy above the lowest of the compared OMol25 structures with the same formula, charge and spin: 51.0 kJ/mol
* charge: +3
* orbital gap (spin up / spin down): 0.1160 / 0.0902 hartree
* ⟨S²⟩: 8.8191

Entry 2:
Below is a cluster of 7 separate species, C23H43NO18 in total, with properties calculated with ωB97M-V/def2-TZVPD.

Element x y z (Å)
C (14.34300, -15.63500, 3.67200)
C (15.09300, -14.39600, 4.09900)
C (15.86200, -14.60500, 5.40400)
O (17.18400, -14.28600, 4.98400)
C (17.28500, -14.08500, 3.65900)
O (18.35400, -13.87800, 3.01900)
O (16.08900, -14.28100, 3.12300)
H (13.95900, -15.55300, 2.62200)
H (13.49200, -15.84600, 4.33100)
H (14.94600, -16.54000, 3.69300)
H (14.49500, -13.48600, 4.04000)
H (15.82400, -15.66000, 5.58900)
H (15.45600, -14.02800, 6.25400)
C (8.20700, -19.76600, 5.15200)
O (8.66800, -19.14600, 3.98900)
C (9.89400, -18.59000, 4.04300)
O (10.61400, -18.45200, 5.25700)
O (10.32500, -18.19400, 2.90900)
C (11.44500, -17.37600, 2.96500)
H (7.28300, -20.31600, 4.92500)
H (7.77900, -19.06700, 5.84000)
H (8.96300, -20.32100, 5.74300)
H (11.66500, -17.19900, 1.90400)
H (12.34800, -17.94500, 3.31200)
H (11.28400, -16.41500, 3.50700)
C (15.27300, -16.04300, -0.61200)
O (14.05100, -16.50600, -1.19300)
C (13.25100, -17.36500, -0.57400)
O (13.59600, -17.89700, 0.70700)
O (12.15600, -17.76200, -1.26500)
C (11.35100, -18.78600, -0.68600)
H (16.00200, -16.85100, -0.70200)
H (15.24500, -15.77600, 0.43600)
H (15.71200, -15.18500, -1.11400)
H (10.47800, -18.81700, -1.34600)
H (10.94800, -18.63100, 0.31300)
H (11.87500, -19.73000, -0.75600)
C (14.37100, -7.02100, 8.93200)
O (14.75200, -8.14100, 8.13800)
C (13.96400, -8.56500, 7.16600)
O (12.72700, -8.00100, 6.83000)
O (14.39400, -9.61000, 6.58700)
C (13.72800, -10.15400, 5.47500)
H (13.32400, -6.99900, 9.18100)
H (14.63000, -6.08300, 8.45600)
H (14.97100, -7.05400, 9.79100)
H (12.74200, -10.40200, 5.86400)
H (14.21900, -11.10300, 5.17800)
H (13.66500, -9.35400, 4.69700)
C (11.47600, -12.49700, 4.58200)
O (12.44000, -13.21300, 5.37300)
C (12.04100, -14.28600, 5.97800)
O (10.76000, -14.80700, 5.79100)
O (12.94400, -14.92700, 6.63500)
C (12.58900, -16.18800, 7.16800)
H (11.04200, -11.73600, 5.17500)
H (10.72000, -13.12300, 4.07900)
H (12.02600, -12.12300, 3.75500)
H (11.87900, -15.93000, 7.99100)
H (13.49200, -16.59900, 7.64300)
H (12.11400, -16.89300, 6.46100)
C (14.89900, -8.47600, 1.72700)
O (14.67300, -9.56900, 0.86700)
C (14.43800, -10.80900, 1.29400)
O (14.51800, -11.23500, 2.64600)
O (14.11700, -11.67600, 0.31500)
C (13.86000, -13.03700, 0.63100)
H (15.22500, -8.80400, 2.71200)
H (13.85800, -8.10600, 1.83100)
H (15.58300, -7.73700, 1.33500)
H (13.49800, -13.68500, -0.23100)
H (13.00500, -12.89500, 1.37500)
H (14.68100, -13.54000, 1.14400)
C (17.23000, -11.64000, 7.94900)
C (15.99100, -11.33000, 8.93900)
C (14.67900, -12.09300, 8.72300)
C (14.61600, -13.49700, 9.13100)
N (14.53100, -14.58800, 9.44500)
H (18.10900, -11.09300, 8.17200)
H (16.94900, -11.43500, 6.88900)
H (17.51800, -12.68200, 8.07400)
H (15.84800, -10.24700, 8.97000)
H (16.27400, -11.43700, 9.96700)
H (14.35100, -12.04700, 7.68900)
H (13.97900, -11.52500, 9.29300)

Atomic forces in eV per Å
-1.583 -0.222 -0.481
-1.167 -0.785 -0.152
-0.624 0.322 -1.046
1.334 0.845 0.934
3.675 -0.081 -1.820
-4.299 -0.614 2.689
1.183 0.895 -1.595
0.232 0.075 0.880
0.054 0.163 -0.161
0.419 0.129 0.044
-0.078 -0.086 0.225
0.141 -0.546 0.720
0.741 -0.112 -0.412
-1.022 -0.754 1.725
2.026 0.715 -1.025
2.243 -0.271 8.514
-4.282 -0.910 -7.173
-1.434 -0.428 -0.326
2.763 0.975 -0.978
0.807 -0.507 -0.561
0.276 1.111 0.478
-0.337 0.106 -0.893
-0.009 0.352 0.420
-0.976 0.626 0.144
-0.054 -0.961 -0.127
1.296 -0.952 0.665
-1.892 -0.049 -0.408
2.181 -3.427 6.832
-2.266 3.208 -7.624
2.344 1.820 1.020
-0.999 -0.605 -0.542
-0.078 -0.008 0.071
-0.691 -0.220 0.282
-0.803 0.010 -0.673
0.246 -0.080 0.006
0.632 0.430 0.116
0.135 -0.146 0.211
-0.470 0.691 -0.866
-0.057 -0.577 -0.621
-7.954 4.291 -1.044
7.052 -2.783 2.029
2.598 -0.899 0.586
-1.159 0.051 -0.588
-0.372 -0.300 -0.070
-0.082 0.050 -0.549
0.722 -0.421 1.287
-0.287 0.073 -0.552
0.065 1.034 0.038
0.007 -1.104 0.377
-0.323 -1.187 -1.032
0.494 0.441 0.152
-8.440 -4.109 -1.774
6.924 3.027 1.196
1.331 1.035 -0.686
-1.025 -0.780 1.973
-0.534 0.694 0.474
0.224 -0.157 1.017
0.854 0.897 -0.424
0.342 -0.746 -0.616
-0.251 0.262 -0.425
0.278 0.661 0.085
-1.924 -0.021 1.718
0.202 -2.892 -1.390
0.542 -2.725 6.693
-0.585 2.740 -7.785
1.277 2.297 -0.359
-2.338 -0.598 1.856
0.161 -0.151 -0.067
0.867 0.675 0.256
0.010 -0.232 -0.586
0.622 1.599 0.649
0.959 -1.134 -0.787
0.140 0.379 -0.109
-2.552 -0.635 0.356
2.005 0.287 -0.939
0.641 0.407 -0.511
0.364 1.359 -0.206
-0.037 -1.205 0.301
0.627 0.912 0.421
0.132 -0.243 0.768
-0.127 -0.211 -0.295
-0.604 -0.100 -0.783
0.537 -0.815 0.658
-0.018 0.055 -0.257
-0.971 0.089 0.450

Calculated values
* 2S+1: 1
* energy above the lowest of the compared OMol25 structures with the same formula, charge and spin: 0.0 kJ/mol
* charge: 0
* orbital gap: 0.3809 hartree
* structure (SMILES): C[C@H]1COC(=O)O1.COC(=O)OC.COC(=O)OC.COC(=O)OC.COC(=O)OC.COC(=O)OC.CCCC#N

Entry 3:
Below is a structure of composition C23H44Cl4F4InN6O9S2, with properties calculated with ωB97M-V/def2-TZVPD.

Element x y z (Å)
In (-2.99584, 2.21555, 0.86627)
F (-1.68908, 4.91675, 0.27735)
N (-1.11129, 0.62299, -0.39414)
S (-0.76899, -0.81140, -0.95504)
O (0.31973, -1.54905, -0.36123)
O (-0.94988, -0.89053, -2.37606)
F (-2.04262, -1.55527, -0.30723)
S (0.27215, 1.36923, -0.97256)
O (0.42831, 1.58872, -2.37924)
O (1.45255, 1.03589, -0.22735)
F (-0.04960, 2.85394, -0.45950)
C (-5.06277, -2.41573, 0.05665)
C (-5.06858, -1.52279, 1.22999)
O (-4.38552, -0.47222, 1.25574)
N (-5.79532, -1.80171, 2.31711)
C (-6.00222, -0.99790, 3.52903)
H (-5.44743, -3.37909, 0.40320)
H (-4.06727, -2.52833, -0.35318)
H (-5.84375, -2.01522, -0.59118)
H (-6.00574, -2.77803, 2.46423)
H (-7.05197, -0.86260, 3.77067)
H (-5.33573, -0.14293, 3.59064)
H (-5.59826, -1.67339, 4.29072)
C (0.87043, -7.04519, -0.98682)
C (1.92063, -6.09748, -1.52997)
O (2.51475, -6.30968, -2.57434)
N (2.03820, -4.95185, -0.83194)
C (3.08496, -3.98788, -1.09635)
H (0.08635, -7.09527, -1.74802)
H (0.39986, -6.73571, -0.05507)
H (1.15349, -8.09592, -0.94028)
H (1.58117, -4.88806, 0.06055)
H (3.60471, -4.15926, -2.03687)
H (3.81625, -3.99611, -0.28646)
H (2.77731, -2.94999, -1.23894)
C (4.33558, -1.76283, 2.60431)
C (4.83683, -1.46996, 1.21862)
O (5.91192, -1.86816, 0.78757)
N (3.97544, -0.83425, 0.39794)
C (4.35556, -0.49639, -0.96805)
H (4.08963, -2.82893, 2.52129)
H (3.34204, -1.40784, 2.89149)
H (4.99410, -1.62301, 3.45571)
H (3.13664, -0.40025, 0.75006)
H (5.43709, -0.48704, -1.08407)
H (3.98320, 0.50079, -1.20042)
H (4.00955, -1.16243, -1.76147)
C (-2.26244, 0.82695, 5.71495)
C (-2.24914, 0.28932, 4.27576)
O (-2.82410, 0.97150, 3.43410)
N (-1.47748, -0.77623, 4.04142)
C (-1.14327, -1.36097, 2.77381)
H (-1.58380, 0.26996, 6.35979)
H (-3.29297, 0.65029, 6.02204)
H (-1.97915, 1.87426, 5.68272)
H (-0.97033, -1.10765, 4.84474)
H (-0.61921, -0.66893, 2.11321)
H (-2.07781, -1.71261, 2.33128)
H (-0.52735, -2.24394, 2.93248)
C (1.59535, 1.27254, 3.38118)
C (0.78044, 2.47368, 2.95496)
O (-0.37077, 2.41390, 2.52737)
N (1.40353, 3.66258, 2.99049)
C (0.92223, 4.92664, 2.43658)
H (1.76853, 0.73304, 2.44930)
H (0.99618, 0.66607, 4.05855)
H (2.51819, 1.57429, 3.87023)
H (2.21208, 3.79730, 3.57754)
H (1.81800, 5.54173, 2.34957)
H (0.25350, 5.43424, 3.13277)
H (0.47718, 4.79626, 1.45141)
C (3.11701, 3.98234, 0.25816)
Cl (2.97949, 5.67342, -0.23803)
Cl (4.42189, 3.65525, 1.45696)
H (2.14224, 3.74743, 0.68016)
H (3.18409, 3.31865, -0.59710)
C (1.54855, 4.26090, -3.86212)
Cl (2.91328, 3.44375, -3.18063)
Cl (1.73475, 4.76070, -5.57323)
H (0.71774, 3.56388, -3.87193)
H (1.35815, 5.18510, -3.32733)
F (-4.14083, 0.59238, -5.48812)
C (-2.97679, 0.89859, -6.03195)
C (-1.78015, 0.44723, -5.42205)
C (-0.53373, 0.69655, -6.02760)
C (-0.51505, 1.61698, -7.06666)
C (-1.69712, 2.14218, -7.61692)
C (-2.89678, 1.75116, -7.09778)
H (-1.85265, -0.17956, -4.54232)
H (0.29065, 0.12052, -5.63620)
H (0.44581, 1.88160, -7.48997)
H (-1.58217, 2.79063, -8.47293)
H (-3.70236, 2.29193, -7.58195)

Atomic forces in eV per Å
1.767 -0.313 0.490
-0.765 -1.383 0.356
2.057 1.741 -0.340
-1.731 -4.930 -0.495
-0.672 1.220 -0.338
0.086 -0.067 0.777
0.427 0.574 -0.431
1.452 4.019 0.421
-0.846 -0.917 0.719
-0.655 -0.337 -0.026
-0.485 -0.963 0.060
-1.008 -0.981 0.856
1.532 2.586 0.950
-0.249 0.199 -0.446
-0.837 -0.863 0.058
1.416 -1.441 0.378
0.143 -0.193 -0.363
-0.188 0.247 -0.326
0.426 -0.033 -0.515
-0.360 0.068 -0.312
0.000 0.462 -0.371
-0.465 0.351 -0.499
-0.248 0.252 0.446
-0.690 -0.368 -0.582
-0.379 -0.804 -0.634
-0.024 -0.011 0.433
0.503 1.002 0.182
0.645 0.611 -0.250
-0.093 0.323 0.028
0.168 0.018 0.073
0.633 0.203 0.239
-0.048 -0.036 -0.040
-0.090 -0.796 0.119
0.123 -0.013 -0.043
-0.767 -0.114 0.494
-1.083 -1.209 0.347
0.727 0.108 -0.338
-0.333 -0.002 0.689
-0.320 0.470 -0.909
0.271 0.476 -0.207
0.505 -0.201 0.309
0.132 0.793 -0.400
0.426 0.066 -0.398
0.015 -0.170 0.013
0.039 0.012 0.375
-0.100 -0.012 0.028
-0.375 -0.254 0.365
-0.207 -1.157 -0.771
1.373 1.080 0.500
-0.803 0.209 -1.189
0.248 0.122 0.996
-0.627 -0.413 -0.580
-0.080 0.040 0.092
0.057 0.482 0.465
-0.275 0.045 0.062
-0.098 -0.068 0.002
-0.140 0.022 0.014
0.219 0.180 -0.430
0.095 0.126 0.098
-0.607 0.476 -0.005
-0.058 0.463 -0.167
-0.551 -0.539 -0.221
0.285 0.824 0.334
0.387 -0.198 0.372
0.239 -0.179 0.144
0.034 -0.103 -0.075
0.119 -0.174 -0.158
0.227 -0.542 -0.186
-0.130 0.123 -0.131
-0.306 -0.095 -0.188
-0.357 -0.011 0.158
-0.705 -0.291 0.234
0.404 -0.191 -0.082
-0.650 0.184 -0.616
0.405 -0.077 0.402
0.690 0.262 -0.085
-0.806 0.368 -0.690
0.736 -0.210 -0.040
0.251 -0.163 0.100
-0.062 0.179 0.308
-0.078 -0.218 0.215
-0.014 -0.082 -0.048
1.129 0.250 1.038
0.225 -0.721 -0.481
-2.036 -0.049 0.805
1.166 -0.549 -0.193
1.271 -0.607 0.459
-0.926 1.792 -1.756
0.035 -0.066 -0.018
0.430 0.529 -0.073
-0.056 0.086 -0.109
-0.413 0.180 0.093
-0.723 -0.710 0.456

Calculated values
* 2S+1: 1
* charge: +1
* orbital gap: 0.0573 hartree

no.,electronic energy (eV),strongest force on any atom (eV/Å)
1,-62041.9780,7.0
2,-62886.0327,9.6
3,-139723.4658,5.2